{
  "formula": "C4H15NO3S",
  "method": "ωB97M-V/def2-TZVPD",
  "total_charge": 0,
  "lumo_energy_ha": 0.010,
  "relative_energy_ev": 0.101,
  "homo_energy_ev": -9.0799,
  "largest_force_ev_per_a": 1.45,
  "smiles": "CN[C@H](CO)CS.O.O",
  "total_energy_ev": -22858.52232,
  "species": ["O", "H", "H", "C", "C", "H", "N", "S", "H", "H", "O", "H", "H", "H", "C", "C", "H", "H", "H", "O", "H", "H", "H", "H"],
  "coordinates": [[0.516004, -0.777485, 1.687218], [0.567881, -0.589280, 2.627484], [1.300371, 1.449280, -0.602579], [-0.740218, -0.312247, 1.157451], [-2.892258, -0.267315, -0.806829], [2.028292, -1.208051, 0.707226], [-1.741879, 0.654145, -0.912918], [0.496370, 2.565538, 1.383649], [-1.261464, 0.340100, 1.858607], [-3.552820, 0.015104, -1.617833], [2.901589, -1.473247, 0.353715], [-0.141981, 2.353205, -0.810906], [3.135268, -2.248857, 0.890522], [2.433150, -1.379525, -1.593056], [0.331501, 1.634085, -0.145285], [-0.497438, 0.313585, -0.212148], [1.076225, 1.666319, 2.182960], [2.807282, -0.181768, -2.485710], [-3.419965, -0.153524, 0.142960], [2.543267, -1.105828, -2.519629], [-2.561405, -1.296392, -0.900409], [-2.034822, 1.576632, -0.633699], [-1.382344, -1.183284, 1.044896], [0.089394, -0.391191, -0.795687]],
  "forces_ev_per_angstrom": [[-0.11, 0.24, -0.01], [-0.05, -0.04, 0.00], [0.22, 0.06, 0.26], [0.02, -0.58, -0.05], [0.69, 0.84, 0.11], [0.32, -0.04, 0.07], [0.04, -0.65, 0.05], [-0.29, 0.28, 0.22], [0.25, 0.34, -0.08], [-0.31, -0.34, -0.09], [-0.35, -0.30, 0.37], [-0.05, 0.05, -0.07], [-0.04, 0.35, -0.39], [0.39, 0.12, -0.15], [0.28, -0.65, -0.55], [-0.52, 1.12, 0.75], [0.15, -0.16, -0.16], [0.04, -0.08, 0.08], [-0.14, -0.17, 0.06], [-0.31, -0.06, 0.05], [-0.04, -0.10, -0.24], [-0.07, 0.15, 0.09], [-0.06, -0.15, -0.10], [-0.08, -0.23, -0.22]]
}

***

{
  "formula": "C4H16Br3N8O4Y",
  "method": "ωB97M-V/def2-TZVPD",
  "total_charge": 0,
  "lumo_energy_ha": -0.167,
  "relative_energy_ev": 20.915,
  "homo_energy_ev": -8.2357,
  "largest_force_ev_per_a": 8.14,
  "total_energy_ev": -235681.00379,
  "species": ["H", "C", "N", "N", "H", "H", "H", "N", "H", "Br", "O", "H", "Br", "H", "H", "O", "O", "C", "H", "N", "H", "N", "O", "H", "H", "N", "Y", "H", "N", "C", "N", "H", "H", "Br", "H", "C"],
  "coordinates": [[-0.069454, -0.812715, 6.044115], [-6.116194, -2.716715, 1.169785], [0.162666, -1.726745, 5.682505], [5.021616, 2.557475, 1.337775], [0.767896, -3.772345, 4.934095], [-7.223324, -2.503655, -0.449715], [4.937046, 1.677905, 1.826955], [2.276216, 2.194125, -6.733455], [3.058316, 2.376565, -7.345935], [-4.605054, 0.485115, -4.469105], [-5.203074, -2.022615, 0.796325], [-6.777654, -4.373865, 2.359865], [0.346396, -3.560295, -2.123495], [5.786026, 3.214695, 1.399645], [3.494576, 4.424695, -0.507505], [1.566986, 1.913335, -4.646895], [3.036446, 2.136765, 0.520615], [-0.016084, -1.978365, 4.409615], [4.065706, 2.809675, -5.055165], [-7.176244, -2.888365, 0.482955], [4.037156, 1.150485, -4.624895], [3.728756, 1.878415, -5.253475], [-0.397244, -1.210355, 3.549965], [-7.911504, -3.542925, 0.708925], [0.659446, -2.430015, 6.210455], [0.432256, -3.165985, 4.199405], [-1.445644, 0.634945, -1.018615], [-5.129754, -3.997325, 2.143275], [4.214266, 3.940435, 0.009825], [2.468146, 1.923875, -5.451985], [-6.091314, -3.707835, 2.035145], [1.366016, 2.520385, -7.025335], [0.345566, -3.558855, 3.272995], [-2.723334, 4.861215, 0.789375], [5.112376, 4.391295, 0.110975], [4.002016, 2.877575, 0.710985]],
  "forces_ev_per_angstrom": [[0.24, -0.36, 0.15], [1.04, -1.16, -1.28], [-0.32, 1.99, 3.49], [5.66, -2.82, 5.12], [-0.24, 0.11, -0.46], [-0.16, 0.39, 0.34], [0.76, 0.27, 0.21], [-1.73, 0.86, -2.73], [-0.23, -0.31, 0.24], [0.88, 0.05, 0.97], [1.57, 1.25, 0.64], [-0.10, 0.60, -0.65], [-0.44, 1.14, 0.37], [0.04, -0.83, 0.61], [0.15, -0.32, 0.22], [-1.10, -0.92, 1.21], [-1.10, -0.12, 0.76], [0.07, 2.05, -0.75], [0.60, -0.26, 0.18], [-6.04, 1.21, -4.57], [0.13, 0.50, 0.50], [7.42, -1.12, 2.13], [-0.85, 0.69, -0.61], [0.46, 0.17, -0.01], [-0.32, 0.88, 0.42], [1.27, -5.32, -2.67], [-0.62, -0.19, -0.71], [-0.15, -0.15, 0.84], [0.14, 5.03, -2.69], [-5.32, 1.33, -1.32], [3.55, -2.18, 4.63], [0.08, -0.12, -0.03], [0.12, 0.02, 0.21], [0.38, -1.09, -0.45], [-0.54, 0.34, -0.32], [-5.31, -1.60, -3.98]]
}

***

{
  "formula": "C4H16F2NNiO7",
  "method": "ωB97M-V/def2-TZVPD",
  "total_charge": -1,
  "lumo_energy_ha": [0.099, 0.096],
  "relative_energy_ev": 8.785,
  "spin_multiplicity": 3,
  "homo_energy_ev": [-4.1710, -4.6647],
  "largest_force_ev_per_a": 19.78,
  "total_energy_ev": -66694.22153,
  "species": ["H", "H", "Ni", "H", "H", "O", "O", "O", "H", "H", "H", "H", "C", "H", "F", "H", "C", "O", "H", "O", "C", "O", "O", "C", "N", "H", "H", "F", "H", "H", "H"],
  "coordinates": [[2.368065, -1.529623, 1.560486], [-3.518881, 0.098559, -1.515399], [0.241486, -0.200612, -1.790152], [-2.224097, 1.936614, 2.440979], [-1.534172, -0.124506, -0.114975], [-0.506014, 1.549816, 1.384100], [1.416655, 0.557525, -2.343344], [1.303235, 0.261356, 1.598441], [2.058706, -0.427766, -0.393993], [-3.544410, -0.954419, -0.086058], [-4.110550, 0.742473, 0.052438], [0.124719, 0.830103, 1.308138], [-3.403023, 0.069532, -0.431959], [-0.952465, 1.294088, 3.470618], [-1.189533, 0.756633, -2.157902], [1.850572, -2.292041, -2.461775], [1.990115, -2.123136, -1.394019], [0.659211, 2.463251, -1.891726], [3.066791, -2.135919, -1.224623], [1.745552, 2.163395, -3.650771], [1.464549, -1.104987, 1.998005], [1.519613, -0.836294, -1.075240], [-2.159621, 0.603342, -0.089139], [-1.390370, 1.235262, 2.474174], [1.350054, 1.770812, -2.578329], [0.631154, -1.802475, 1.913950], [-1.739436, 0.206059, 2.390554], [0.269215, 0.587655, -0.326115], [1.552483, -2.938054, -0.817408], [1.577373, -1.033744, 3.079808], [1.083024, 0.377099, 0.671235]],
  "forces_ev_per_angstrom": [[0.08, -0.31, 0.03], [-0.29, -0.05, -0.26], [-18.90, -5.49, -1.95], [-0.15, -0.18, -0.05], [0.22, 0.66, -0.09], [-3.30, 2.68, 3.45], [13.37, 7.26, -8.30], [4.16, -3.30, 3.68], [-0.10, 0.23, -0.14], [-0.21, -0.22, 0.18], [-0.55, -0.25, -0.15], [-2.06, 1.14, 1.44], [0.19, 0.69, -0.10], [0.49, 0.29, 0.33], [-1.66, -0.34, -2.81], [-0.19, 0.01, 0.04], [1.54, -0.45, -0.08], [0.25, 1.54, 1.86], [0.19, -0.27, -0.01], [2.22, 0.53, -2.04], [0.33, 1.15, 0.80], [8.85, -11.01, 5.95], [-1.51, -1.07, 1.22], [1.08, 0.38, -1.24], [-2.63, 3.87, -2.41], [-0.44, 0.27, -0.84], [-0.47, -0.16, -0.12], [-0.69, 2.75, 3.55], [-0.36, 0.12, 0.11], [0.46, -0.18, 0.08], [0.09, -0.28, -2.14]]
}

***

{
  "formula": "C4H16F3O7V",
  "method": "ωB97M-V/def2-TZVPD",
  "total_charge": 2,
  "lumo_energy_ha": [-0.242, -0.385],
  "spin_multiplicity": 5,
  "homo_energy_ev": [-16.2618, -17.1258],
  "largest_force_ev_per_a": 2.45,
  "total_energy_ev": -52564.10164,
  "species": ["H", "O", "H", "H", "F", "H", "O", "H", "H", "H", "O", "C", "O", "H", "V", "H", "H", "H", "O", "C", "F", "F", "C", "O", "H", "O", "H", "H", "H", "H", "C"],
  "coordinates": [[-3.908118, 7.970636, 19.579546], [-2.964126, 6.845334, 16.717599], [-0.444067, 7.437985, 17.846304], [0.921971, 12.455467, 16.844750], [-3.503430, 13.716015, 16.084271], [-1.849161, 7.731418, 14.549034], [-3.452926, 8.636111, 19.063629], [-3.706265, 9.466734, 19.466257], [-4.918382, 8.973393, 15.655525], [1.332755, 15.069357, 16.461990], [-0.729501, 12.838376, 18.076587], [-2.948983, 13.596864, 17.309077], [-0.566773, 8.370670, 17.669493], [-0.204009, 14.543310, 15.811643], [-2.522548, 8.991716, 17.162211], [-0.028656, 15.274728, 17.398472], [-2.003985, 9.192314, 14.183397], [-2.261573, 6.195512, 16.737189], [-1.997311, 8.596010, 14.932132], [0.408671, 14.548677, 16.713129], [-2.471777, 14.826573, 17.570627], [-3.942325, 13.354825, 18.207037], [0.547241, 13.278181, 17.453692], [-4.641943, 9.313389, 16.506535], [0.228213, 8.785132, 18.004823], [-2.186665, 11.149421, 17.653525], [1.334402, 13.363866, 18.202783], [-5.418733, 9.752031, 16.853549], [-3.746227, 6.361245, 16.982550], [-1.545151, 12.447150, 16.204684], [-1.822302, 12.473594, 17.258533]],
  "forces_ev_per_angstrom": [[-0.04, -0.53, 0.04], [0.31, 0.51, 0.19], [0.14, -0.40, 0.16], [-0.34, -0.23, -0.32], [0.11, -0.85, 0.39], [0.02, -0.42, 0.00], [0.30, 0.52, -0.13], [-0.07, 0.52, 0.40], [-0.02, -0.15, -0.48], [0.41, -0.72, -0.10], [-0.16, -0.33, -0.26], [-1.17, 1.19, 0.43], [-0.23, -0.18, -0.11], [-0.03, -0.28, -0.01], [-0.73, -0.49, -0.70], [-0.32, 0.02, -0.02], [0.07, 0.41, -0.27], [0.29, -0.41, -0.09], [-0.15, 0.59, 0.57], [-0.68, 1.75, 0.04], [0.27, -1.17, 0.24], [1.13, -0.33, -0.84], [0.48, -1.03, -0.39], [0.69, -0.17, -0.02], [0.27, 0.52, 0.13], [0.39, 2.26, -0.87], [-0.75, 0.01, 0.69], [-0.20, 0.35, 0.39], [-0.54, -0.11, 0.11], [0.18, -0.20, -0.38], [0.35, -0.64, 1.22]]
}

***

{
  "formula": "C4H16N2O2",
  "method": "ωB97M-V/def2-TZVPD",
  "total_charge": 0,
  "lumo_energy_ha": 0.018,
  "relative_energy_ev": 0.747,
  "homo_energy_ev": -8.4476,
  "largest_force_ev_per_a": 1.23,
  "smiles": "C[C@@H](N)CCN.O.O",
  "total_energy_ev": -11482.22394,
  "species": ["C", "H", "O", "H", "H", "C", "H", "H", "N", "H", "N", "H", "H", "H", "C", "H", "H", "H", "O", "H", "H", "H", "H", "C"],
  "coordinates": [[-1.190485, -0.500678, -1.104389], [-1.461652, 0.096802, -1.985037], [0.219644, 1.668396, -3.404972], [1.855965, 1.783738, 1.764626], [-0.091135, -2.215481, -0.882085], [-0.809004, 0.430497, 0.083314], [0.268248, 2.424686, 1.759176], [1.199762, 1.057863, -0.339999], [-0.282772, -1.515794, -1.595960], [0.525033, 1.005451, 2.653704], [1.378747, -0.676637, 0.651634], [0.653376, 0.930446, -2.961292], [-1.146150, 1.428705, -0.191412], [-1.564839, -1.540871, 2.448773], [0.818760, 1.475459, 1.717350], [-1.449460, 0.083069, 0.897490], [0.927430, 2.320618, -3.458837], [-2.165301, -0.979370, -0.910250], [-0.761534, -1.370129, 2.950568], [2.327237, -0.470362, 0.936533], [0.619745, -1.083464, -1.739831], [0.912818, -1.320770, 1.276031], [-0.846033, -1.896050, 3.758090], [0.649717, 0.594097, 0.494125]],
  "forces_ev_per_angstrom": [[-0.83, 0.31, -0.85], [0.35, 0.25, 0.19], [0.35, 0.03, 0.15], [0.39, -0.11, 0.30], [-0.07, 0.17, -0.11], [-0.42, -0.54, -0.37], [-0.18, -0.14, -0.67], [-0.38, 0.30, 0.04], [0.24, -0.38, 0.17], [0.16, -0.52, -0.09], [-0.23, 0.11, -0.46], [-0.21, -0.11, -0.06], [-0.19, 0.10, 0.17], [-0.04, -0.02, 0.05], [-0.19, 0.94, 0.49], [0.40, 0.33, 0.47], [-0.15, 0.10, -0.10], [0.39, -0.02, 0.34], [0.01, -0.19, 0.22], [-0.11, -0.30, 0.31], [0.18, -0.12, -0.02], [0.20, 0.20, 0.40], [0.00, 0.12, -0.23], [0.32, -0.50, -0.33]]
}

***

{
  "formula": "C4H16N2O2",
  "method": "ωB97M-V/def2-TZVPD",
  "total_charge": 0,
  "lumo_energy_ha": 0.027,
  "relative_energy_ev": 0.684,
  "homo_energy_ev": -8.7091,
  "largest_force_ev_per_a": 2.55,
  "smiles": "CN[C@@H](C)CN.O.O",
  "total_energy_ev": -11482.28705,
  "species": ["N", "H", "C", "H", "O", "H", "H", "C", "H", "H", "H", "H", "O", "H", "C", "H", "H", "H", "H", "H", "H", "H", "C", "N"],
  "coordinates": [[-1.151516, -1.819004, 0.848876], [0.072679, 1.986535, -1.613968], [-2.168698, -1.392841, -0.149733], [2.368130, 2.340349, -1.479624], [1.744227, 1.646561, -1.245379], [-0.760945, 1.855085, -2.883428], [1.391616, -2.059015, -0.585653], [0.892916, -1.088971, -0.517529], [0.651748, -1.574605, 1.605246], [0.933294, 1.946058, 2.038933], [-0.985430, -2.794193, 0.629082], [-0.557851, 0.928078, 0.391309], [-0.825182, 2.145615, -1.971462], [-2.132382, -0.301515, -0.209864], [-0.129966, 0.368435, 1.228121], [-1.930499, -1.760353, -1.141353], [1.779028, 1.470943, -0.286585], [1.598068, 0.493177, 2.332935], [-0.979661, 0.427757, 1.923744], [-3.158757, -1.597488, 0.249659], [1.744257, -0.485517, -0.206579], [0.398959, -0.696946, -1.394003], [0.113817, -1.069188, 0.798319], [1.092150, 1.031043, 1.638936]],
  "forces_ev_per_angstrom": [[-0.86, 0.13, -0.79], [-0.18, 0.10, -0.24], [0.89, 1.08, 1.05], [-0.02, -0.01, 0.32], [0.11, 0.05, -0.20], [-0.07, -0.02, -0.10], [-0.56, -0.24, -0.79], [1.32, -0.58, 2.11], [0.68, 0.21, -0.18], [-0.18, 0.01, -0.05], [0.36, -0.01, 0.33], [0.37, 0.02, -0.31], [0.01, -0.04, 0.20], [-0.03, -0.05, -0.14], [-1.37, 0.47, -0.26], [-0.50, -0.29, -0.28], [0.20, 0.23, 0.14], [-0.08, -0.05, 0.02], [0.47, -0.35, 0.55], [-0.09, -0.53, -0.45], [0.15, 0.35, -0.82], [-0.08, -0.10, -0.09], [-1.18, -0.48, 0.04], [0.63, 0.11, -0.03]]
}